Record 1
Formula: C17H17AuIN2O7S3
Source: OMol25
Level of theory: ωB97M-V/def2-TZVPD

## Properties
Gap between HOMO and LUMO   0.2039 Eh
Net charge   -1
HOMO energy   -5.31 eV

Last column: natural (NBO) charge in e.
Positions of all 48 atoms, in Å:
Au -0.431 -0.142 -0.360  0.961
S -0.815 -0.121 -2.779  -0.059
C -2.247 0.836 -2.841  -0.129
C -3.105 0.665 -3.934  -0.258
C -4.223 1.448 -4.085  -0.229
C -4.499 2.457 -3.161  -0.228
C -3.683 2.629 -2.071  -0.212
C -2.567 1.805 -1.864  -0.257
S -1.664 2.007 -0.410  -0.151
H -2.874 -0.114 -4.643  0.211
H -4.893 1.287 -4.914  0.205
H -5.365 3.089 -3.293  0.206
H -3.894 3.388 -1.333  0.212
O -2.644 -1.543 2.961  -0.647
C -1.892 -0.719 2.469  0.762
O -1.043 -0.946 1.561  -0.791
C -1.955 0.708 3.039  -0.071
C -2.940 0.963 3.984  -0.133
C -3.037 2.219 4.566  -0.016
C -2.193 3.249 4.173  -0.152
C -1.229 2.983 3.215  0.005
C -1.072 1.713 2.669  -0.143
N -0.382 4.065 2.777  0.530
O 0.117 3.990 1.680  -0.348
O -0.240 4.999 3.540  -0.399
N -4.013 2.459 5.598  0.532
O -4.698 1.527 5.962  -0.373
O -4.083 3.583 6.056  -0.391
H -3.611 0.162 4.260  0.276
H -2.283 4.233 4.606  0.268
H -0.257 1.525 1.984  0.264
C 3.732 0.422 -2.787  -0.634
C 3.807 1.095 -1.435  -0.595
S 2.088 1.492 -0.851  1.262
O 2.214 1.833 0.563  -1.005
C 1.891 3.103 -1.753  -0.599
C 2.490 4.247 -0.971  -0.630
H 4.719 0.101 -3.116  0.209
H 3.316 1.090 -3.539  0.201
H 3.099 -0.458 -2.717  0.237
H 4.392 2.012 -1.444  0.207
H 4.200 0.421 -0.676  0.236
H 0.814 3.230 -1.860  0.238
H 2.331 2.975 -2.740  0.207
H 2.092 4.228 0.040  0.252
H 2.226 5.200 -1.426  0.208
H 3.575 4.168 -0.918  0.197
I 1.491 -1.966 -0.488  -0.436

Record 2
Formula: C17H17Br2CaNO
Source: OMol25
Level of theory: ωB97M-V/def2-TZVPD

## Properties
Gap between HOMO and LUMO   0.2079 Eh
Net charge   0
HOMO energy   -6.07 eV

Last column: natural (NBO) charge in e.
Positions of all 39 atoms, in Å:
C 2.133 -2.284 0.607  -0.254
C 0.086 -3.439 -1.287  -0.234
C 1.212 -2.580 1.559  -0.270
H 2.738 -1.373 0.677  0.277
C -0.930 -3.468 -0.391  -0.269
H -0.080 -3.054 -2.309  0.229
H 1.093 -1.920 2.428  0.288
H -1.940 -3.143 -0.687  0.226
C 0.528 -3.922 1.723  -0.454
H 0.312 -4.046 2.801  0.232
H 1.203 -4.755 1.469  0.209
C 2.563 -3.248 -0.473  -0.458
H 3.346 -3.931 -0.092  0.232
H 3.053 -2.688 -1.290  0.227
C 1.426 -4.122 -1.089  -0.453
H 1.312 -5.046 -0.503  0.219
H 1.776 -4.450 -2.084  0.234
C -0.834 -4.105 0.973  -0.461
H -1.039 -5.189 0.900  0.244
H -1.639 -3.713 1.619  0.223
Ca -0.036 -1.128 -0.207  1.676
H 1.017 -0.268 1.508  -0.752
Br 3.314 2.445 -2.190  0.066
C 1.608 2.804 -1.498  -0.239
C 1.145 4.114 -1.391  -0.204
C -0.084 4.418 -0.818  -0.161
Br -0.613 6.246 -0.714  0.029
C -0.918 3.395 -0.294  -0.024
C -2.127 3.632 0.386  -0.159
C -2.823 2.575 0.936  -0.261
C -2.334 1.264 0.790  0.035
N -1.197 1.010 0.119  -0.516
C -0.482 2.037 -0.419  0.061
C 0.803 1.712 -1.059  0.458
O 1.180 0.486 -1.181  -0.868
H 1.759 4.918 -1.752  0.234
H -2.474 4.654 0.468  0.233
H -3.744 2.727 1.488  0.221
H -2.855 0.398 1.204  0.185

Record 3
Formula: C17H17ClN2O3
Source: OMol25
Level of theory: ωB97M-V/def2-TZVPD

## Properties
SMILES   O=C(CCc1ccccc1)NNC(=O)COc1ccccc1Cl
Gap between HOMO and LUMO   0.3597 Eh
Net charge   0
HOMO energy   -9.02 eV

Last column: natural (NBO) charge in e.
Positions of all 40 atoms, in Å:
O -1.715 -3.279 0.507  -0.595
C -2.111 -2.159 0.723  0.680
C -3.562 -1.790 0.948  -0.493
C -4.106 -0.909 -0.194  -0.420
C -3.677 0.527 -0.073  -0.049
C -2.728 1.069 -0.934  -0.242
C -2.325 2.387 -0.796  -0.194
C -2.866 3.180 0.201  -0.221
C -3.818 2.652 1.058  -0.222
C -4.220 1.336 0.921  -0.175
N -1.251 -1.095 0.850  -0.475
N 0.054 -1.235 0.387  -0.464
C 0.299 -1.330 -0.946  0.667
O -0.529 -1.119 -1.799  -0.619
C 1.743 -1.711 -1.271  -0.168
O 2.635 -1.639 -0.179  -0.517
C 3.306 -0.492 0.131  0.345
C 4.483 -0.709 0.854  -0.262
C 5.281 0.332 1.275  -0.194
C 4.924 1.636 0.974  -0.226
C 3.760 1.874 0.271  -0.198
C 2.945 0.828 -0.143  -0.135
Cl 1.474 1.271 -0.968  0.014
H -3.661 -1.269 1.902  0.223
H -4.127 -2.722 0.993  0.239
H -3.771 -1.319 -1.149  0.229
H -5.197 -0.957 -0.167  0.222
H -2.295 0.452 -1.708  0.248
H -1.586 2.793 -1.470  0.215
H -2.552 4.208 0.308  0.214
H -4.250 3.269 1.832  0.213
H -4.969 0.931 1.587  0.202
H -1.632 -0.158 0.752  0.412
H 0.720 -1.637 1.036  0.408
H 2.089 -1.128 -2.130  0.216
H 1.730 -2.769 -1.560  0.226
H 4.743 -1.734 1.069  0.229
H 6.183 0.126 1.830  0.220
H 5.542 2.463 1.287  0.220
H 3.458 2.883 0.039  0.228

Record 4
Formula: C17H17ClN2O5S
Source: OMol25
Level of theory: ωB97M-V/def2-TZVPD

## Properties
SMILES   CN(Cc1ccccc1)S(=O)(=O)c1ccc(Cl)c(C(=O)OCC(N)=O)c1
Gap between HOMO and LUMO   0.3327 Eh
Net charge   0
HOMO energy   -9.33 eV

Last column: natural (NBO) charge in e.
Positions of all 43 atoms, in Å:
C -4.663 -0.104 -0.576  -0.420
N -3.373 -0.725 -0.387  -0.663
C -2.570 -0.740 -1.598  -0.247
C -1.286 -1.510 -1.468  -0.071
C -0.093 -0.956 -1.913  -0.159
C 1.090 -1.671 -1.827  -0.250
C 1.090 -2.946 -1.290  -0.204
C -0.100 -3.506 -0.850  -0.217
C -1.283 -2.797 -0.947  -0.167
S -2.584 -0.338 1.040  2.325
O -3.572 0.145 1.958  -0.937
O -1.780 -1.448 1.451  -0.932
C -1.451 0.996 0.623  -0.377
C -1.890 2.275 0.328  -0.153
C -0.967 3.238 -0.043  -0.240
C 0.385 2.916 -0.130  0.023
Cl 1.500 4.129 -0.598  0.065
C 0.828 1.628 0.185  -0.215
C 2.247 1.192 0.044  0.794
O 3.022 1.593 -0.782  -0.561
O 2.520 0.242 0.947  -0.519
C 3.752 -0.460 0.834  -0.182
C 3.516 -1.975 0.906  0.652
N 2.419 -2.325 1.599  -0.811
O 4.284 -2.761 0.407  -0.607
C -0.114 0.677 0.566  -0.065
H -4.583 0.866 -1.082  0.175
H -5.295 -0.763 -1.173  0.208
H -5.110 0.034 0.404  0.250
H -2.352 0.290 -1.927  0.188
H -3.187 -1.211 -2.374  0.223
H -0.087 0.039 -2.338  0.205
H 2.010 -1.231 -2.181  0.222
H 2.014 -3.501 -1.222  0.228
H -0.107 -4.504 -0.438  0.214
H -2.210 -3.230 -0.607  0.223
H -2.940 2.511 0.405  0.238
H -1.283 4.242 -0.273  0.238
H 4.247 -0.209 -0.109  0.241
H 4.406 -0.168 1.663  0.215
H 2.164 -3.296 1.657  0.409
H 1.778 -1.636 1.951  0.409
H 0.180 -0.331 0.805  0.252

Record 5
Formula: C17H17ClN4O2S
Source: OMol25
Level of theory: ωB97M-V/def2-TZVPD

## Properties
SMILES   COCCn1c(SCC(=O)Nc2ccc(Cl)cn2)nc2ccccc21
Gap between HOMO and LUMO   0.3253 Eh
Net charge   0
HOMO energy   -8.34 eV

Last column: natural (NBO) charge in e.
Positions of all 42 atoms, in Å:
C 2.176 1.771 4.631  -0.252
O 2.640 0.986 3.558  -0.527
C 1.702 0.761 2.542  -0.066
C 1.464 1.992 1.642  -0.242
N 0.571 1.672 0.567  -0.370
C 0.906 1.236 -0.681  0.239
S 2.556 1.058 -1.206  0.256
C 2.213 0.639 -2.940  -0.610
C 1.124 -0.413 -3.132  0.722
O 0.393 -0.374 -4.088  -0.595
N 1.176 -1.427 -2.217  -0.627
C 0.202 -2.375 -1.954  0.367
C -0.910 -2.588 -2.771  -0.269
C -1.820 -3.551 -2.387  -0.169
C -1.585 -4.268 -1.219  -0.116
Cl -2.691 -5.488 -0.700  0.009
C -0.449 -3.987 -0.476  0.034
N 0.418 -3.061 -0.836  -0.446
N -0.110 0.938 -1.438  -0.525
C -1.217 1.164 -0.661  0.173
C -2.565 1.000 -0.953  -0.222
C -3.471 1.303 0.042  -0.223
C -3.060 1.760 1.295  -0.215
C -1.724 1.927 1.604  -0.239
C -0.807 1.622 0.613  0.085
H 2.945 1.717 5.400  0.200
H 2.032 2.818 4.346  0.162
H 1.235 1.376 5.031  0.167
H 0.740 0.429 2.963  0.168
H 2.117 -0.048 1.934  0.197
H 2.420 2.320 1.226  0.223
H 1.026 2.809 2.222  0.210
H 3.158 0.275 -3.349  0.253
H 1.914 1.543 -3.469  0.259
H 1.871 -1.369 -1.481  0.418
H -1.046 -2.001 -3.664  0.264
H -2.699 -3.750 -2.981  0.231
H -0.226 -4.518 0.439  0.205
H -2.872 0.649 -1.924  0.227
H -4.527 1.186 -0.149  0.215
H -3.806 1.986 2.042  0.214
H -1.414 2.281 2.576  0.212

Record 6
Formula: C17H17CuN3O5
Source: OMol25
Level of theory: ωB97M-V/def2-TZVPD

## Properties
Gap between HOMO and LUMO (spin up / spin down)   0.2425 / 0.2426 Eh
Net charge   -1
HOMO energy (spin up / spin down)   -3.97 / -3.97 eV

Last column: natural (NBO) charge in e.
Positions of all 43 atoms, in Å:
Cu -0.071 -0.080 0.072  0.975
O -1.230 0.143 -4.402  -0.704
C -2.179 -0.802 -4.317  0.428
C -2.867 -1.182 -5.469  -0.316
C -3.872 -2.127 -5.404  -0.191
C -4.214 -2.702 -4.190  -0.279
C -3.504 -2.371 -3.051  -0.137
C -2.470 -1.446 -3.099  -0.226
C -1.564 -1.220 -1.955  0.584
O -0.929 -0.110 -1.857  -0.790
N -1.305 -2.267 -1.199  -0.449
N -0.491 -1.968 -0.186  -0.292
C 0.274 -2.864 0.366  -0.069
C 1.164 -2.404 1.376  0.167
C 1.732 -3.229 2.362  -0.241
C 2.584 -2.689 3.292  -0.181
C 2.840 -1.313 3.259  -0.285
C 2.236 -0.565 2.270  0.056
N 1.458 -1.078 1.329  -0.489
H -0.898 0.289 -3.474  0.518
H -2.581 -0.730 -6.407  0.210
H -4.395 -2.419 -6.304  0.199
H -5.015 -3.428 -4.142  0.200
H -3.741 -2.830 -2.102  0.223
H 0.253 -3.908 0.061  0.179
H 1.483 -4.281 2.371  0.210
H 3.050 -3.313 4.041  0.207
H 3.506 -0.855 3.974  0.212
H 2.405 0.504 2.214  0.187
C 2.011 3.748 0.225  -0.623
C 0.918 2.745 -0.149  0.133
C 0.059 3.232 -1.313  -0.624
O 1.513 1.508 -0.555  -0.736
C -0.056 2.538 1.071  0.747
O -0.341 3.528 1.734  -0.721
O -0.488 1.369 1.264  -0.831
H 2.591 4.031 -0.653  0.193
H 2.681 3.308 0.966  0.190
H 1.550 4.629 0.666  0.240
H 0.675 3.494 -2.173  0.195
H -0.518 4.098 -0.999  0.220
H -0.618 2.428 -1.591  0.238
H 2.035 1.182 0.186  0.469

| no. | F_max (Eh/bohr) | E_tot (eV) |
| --- | --- | --- |
| 1 | 0.044 | -79513.7701 |
| 2 | 0.076 | -179963.9689 |
| 3 | 0.015 | -39550.0155 |
| 4 | 0.018 | -54480.5806 |
| 5 | 0.015 | -51318.7550 |
| 6 | 0.030 | -77255.0931 |